(1)
Formula: C28H84CaN7O11P
Source: the Open Molecules 2025 dataset
Level of theory: ωB97M-V/def2-TZVPD

Values from the calculation:
LUMO, eV: -16.20
Total charge: +6
Energy relative to the best compared isomer or geometry (same formula, charge and spin), kcal per mole: 33.92
Frontier orbital gap, hartree: 0.2234
Calculated total energy, Ha: -3344.7748
HOMO level, eV: -22.27

```
132
Properties=species:S:1:pos:R:3:forces:R:3:lowdin_charge:R:1
Ca 0.460 -12.514 22.964 -0.2076 0.5528 -0.0150 1.524
P -1.147 -11.709 21.115 -0.5399 -1.4687 1.0646 0.038
O 0.380 -11.723 20.794 0.6542 0.2833 -0.5656 -0.508
O -2.104 -11.197 20.041 1.0582 -0.3874 1.0038 -0.341
O -1.206 -11.117 22.560 -0.0832 0.9667 0.0153 -0.517
O -1.335 -13.244 21.541 0.1765 -0.4936 -0.6774 -0.530
C -2.970 -11.106 16.859 0.6479 0.2084 0.8394 -0.009
C -1.594 -11.678 16.513 0.1266 -1.4623 -0.3249 -0.283
C -0.908 -10.985 15.332 -0.5100 -0.4146 1.6427 -0.210
O 0.291 -11.625 15.018 -0.2397 -0.0714 -0.0728 -0.180
C 0.910 -10.997 13.884 0.5902 0.3729 -0.5478 -0.050
N -0.626 -11.670 17.703 -1.3385 0.7443 1.4946 0.208
H -0.227 -12.559 17.985 0.6230 0.0170 -0.8801 0.141
H 0.059 -10.920 17.621 0.4041 -0.3795 -0.3681 0.153
H -1.154 -11.435 18.587 -0.1416 0.2235 -0.5763 0.073
H -2.871 -10.323 17.615 -0.0065 0.5554 -0.5311 0.072
H -3.631 -11.807 17.373 0.0602 -0.4104 -0.4516 0.067
H -3.430 -10.762 15.936 -0.2274 0.1768 0.2056 0.112
H -1.716 -12.743 16.305 0.1482 0.0448 -0.2903 0.157
H -0.697 -9.992 15.755 -0.1892 0.5497 -0.8165 0.142
H -1.699 -11.003 14.581 0.4957 0.4266 -0.6047 0.156
H 1.923 -11.367 13.731 -0.0783 -0.2955 0.4048 0.096
H 0.992 -9.919 14.043 -0.1432 0.0352 0.0170 0.099
H 0.393 -11.183 12.942 -0.3756 -0.0625 0.2119 0.111
C 3.582 -10.732 22.153 -0.4162 -0.6757 0.1149 -0.008
C 3.698 -9.804 20.926 -0.5482 -0.0776 -0.0040 -0.247
C 5.137 -9.643 20.440 1.0218 0.2425 0.2519 -0.189
O 5.663 -10.865 19.999 -1.4053 -0.4725 -0.2162 -0.213
C 6.969 -10.749 19.437 0.7608 0.0449 0.5378 -0.046
N 2.847 -10.323 19.777 -0.1384 -0.8029 0.5916 0.215
H 3.185 -11.269 19.560 0.1674 0.1150 -0.6385 0.108
H 1.861 -10.458 20.043 0.0610 0.0240 0.3010 0.109
H 2.861 -9.709 18.965 0.4651 -0.0359 -0.0676 0.167
H 4.155 -11.658 22.072 0.6137 0.4002 -0.2545 0.095
H 2.574 -11.168 22.413 0.1520 1.0272 -0.5403 0.018
H 3.906 -10.181 23.034 0.1459 -0.0852 0.0100 0.113
H 3.231 -8.837 21.100 0.4482 0.1666 0.4922 0.162
H 5.788 -9.291 21.249 -0.4107 0.2668 0.3014 0.157
H 5.227 -8.867 19.670 -0.3386 0.0001 -0.1578 0.149
H 7.651 -10.322 20.179 -0.0583 0.1719 -0.0705 0.111
H 6.980 -10.126 18.542 -0.0628 -0.1456 -0.0713 0.107
H 7.336 -11.759 19.269 -0.1731 0.0456 -0.3341 0.104
C -2.185 -7.744 22.581 0.9782 -0.2671 -0.0617 -0.027
C -3.013 -7.520 21.345 -0.3214 -0.5036 -0.5013 -0.266
C -2.257 -7.068 20.109 -0.4420 0.5654 0.3132 -0.213
O -3.222 -6.950 19.100 0.4057 -0.0714 -0.1841 -0.174
C -2.622 -6.623 17.844 0.6901 -0.5859 -0.1376 -0.051
N -3.557 -8.895 20.920 -0.4842 -0.6778 0.1872 0.206
H -2.825 -9.577 20.603 -0.3172 0.5881 0.1345 0.094
H -4.046 -9.364 21.684 0.0780 0.2224 0.2028 0.151
H -4.257 -8.857 20.173 0.2349 0.6150 -0.2193 0.169
H -1.233 -8.188 22.273 0.1504 0.0809 0.0018 0.077
H -2.595 -8.489 23.262 -0.4508 0.2398 0.0865 0.063
H -1.946 -6.837 23.133 -0.2613 0.0891 -0.0996 0.115
H -3.874 -6.867 21.486 -0.0633 -0.1217 0.1181 0.175
H -1.495 -7.835 19.889 0.1320 0.0390 -0.2471 0.123
H -1.763 -6.106 20.274 0.1396 -0.0498 0.1576 0.160
H -1.915 -7.430 17.595 -0.2343 -0.2236 -0.2552 0.071
H -1.970 -5.748 17.859 -0.5406 0.4017 0.2957 0.108
H -3.395 -6.550 17.087 -0.0293 0.1331 0.0984 0.110
C -4.994 -12.970 22.022 0.6827 -0.5742 -0.7891 -0.036
C -5.044 -13.701 20.668 0.6004 0.9982 0.1557 -0.262
C -5.863 -12.871 19.697 -0.2821 -1.4466 0.2053 -0.220
O -6.022 -13.663 18.543 -0.2116 0.9066 0.7118 -0.171
C -6.913 -13.095 17.574 0.1625 -0.6134 -1.5330 -0.049
N -3.628 -13.806 20.045 -0.0268 0.6022 0.7850 0.211
H -3.533 -12.945 19.502 0.0344 -0.2324 -0.5137 0.100
H -2.812 -13.691 20.709 -0.6633 -0.5509 0.0417 0.071
H -3.515 -14.632 19.462 -0.2382 0.1053 -0.2281 0.165
H -4.213 -13.365 22.672 -0.4500 -0.4772 0.3286 0.066
H -6.007 -13.057 22.402 0.1909 0.1583 0.5835 0.098
H -4.695 -11.923 21.929 -0.4040 0.1257 -0.3572 0.075
H -5.474 -14.699 20.715 0.2168 -0.0794 0.1742 0.162
H -5.336 -11.917 19.559 -0.1467 0.2392 -0.3844 0.127
H -6.809 -12.702 20.218 -0.2053 0.3327 -0.3096 0.153
H -6.346 -12.395 16.957 -0.2279 0.3144 0.1246 0.085
H -7.872 -12.682 17.889 0.3401 0.1611 0.8171 0.111
H -7.198 -13.911 16.908 0.1750 -0.0713 0.0715 0.108
C -1.727 -12.268 27.343 0.2658 1.0615 -0.4712 -0.009
C -2.626 -12.265 26.093 0.9768 -0.6392 0.0490 -0.305
C -4.082 -12.404 26.394 -0.9539 0.0422 -0.2385 -0.188
O -4.850 -12.414 25.194 0.6138 0.0806 0.6538 -0.218
C -6.243 -12.663 25.463 -0.3757 0.5578 -1.0831 -0.050
N -2.391 -11.034 25.202 0.7236 0.6974 0.0425 0.219
H -3.114 -10.313 25.266 -0.1722 -0.1607 0.3605 0.174
H -1.504 -10.592 25.463 -0.2446 0.2558 0.4844 0.159
H -2.230 -11.187 24.189 -0.5094 -0.4627 0.0111 0.091
H -0.692 -12.309 26.987 0.1217 0.0255 0.2206 0.077
H -1.862 -13.123 28.002 -0.3412 -0.0818 -0.2074 0.115
H -1.826 -11.359 27.938 -0.1360 -0.0536 0.0919 0.111
H -2.166 -13.050 25.484 -0.8701 -0.3842 -0.2537 0.132
H -4.397 -11.564 27.024 0.0673 0.1665 0.0670 0.158
H -4.267 -13.288 27.009 0.1791 -0.2225 -0.1159 0.157
H -6.768 -12.290 24.582 0.0000 -0.2764 -0.0989 0.087
H -6.663 -12.046 26.257 0.3802 -0.3072 0.4549 0.112
H -6.426 -13.731 25.560 -0.0542 0.0399 0.3967 0.100
C 3.130 -16.553 19.155 -0.1306 -0.0017 -0.5420 -0.002
C 3.048 -15.035 19.313 -0.2059 0.0436 1.0257 -0.286
C 3.179 -14.217 18.051 0.3904 -1.7505 0.4317 -0.192
O 3.038 -12.849 18.308 -0.1392 0.0323 -0.2712 -0.217
C 3.668 -12.077 17.265 0.1074 0.7499 -0.5511 -0.036
N 1.715 -14.720 20.019 -0.9203 1.3566 1.0647 0.201
H 1.745 -15.147 20.945 -0.0453 -0.6919 -0.3246 0.144
H 1.536 -13.726 20.268 0.5599 0.1272 -0.7673 0.111
H 0.835 -14.954 19.553 0.3618 -0.6795 -0.2851 0.167
H 3.107 -17.174 20.052 0.4130 0.5629 0.3865 0.099
H 4.051 -16.769 18.612 -0.0062 -0.2239 0.0577 0.121
H 2.298 -16.969 18.580 0.0672 0.3744 -0.4184 0.104
H 3.749 -14.624 20.046 0.2410 -0.3211 -0.0522 0.164
H 2.480 -14.672 17.338 -0.0364 0.6886 -0.4579 0.158
H 4.197 -14.492 17.751 -0.0168 0.3207 -0.4574 0.166
H 3.214 -11.085 17.253 -0.1803 -0.1219 -0.0601 0.081
H 3.525 -12.509 16.275 -0.1708 -0.1601 0.1107 0.114
H 4.736 -11.914 17.417 0.0551 -0.4077 0.3380 0.109
C -0.821 -18.756 22.591 0.3128 -0.1588 0.4799 -0.027
C -1.843 -17.663 22.303 0.6603 -1.5737 -0.1934 -0.278
C -3.053 -17.746 23.247 -0.2261 0.4564 -0.1715 -0.157
O -3.647 -16.473 23.255 0.5575 1.2071 -0.3147 -0.236
C -4.997 -16.388 23.708 -0.3686 -0.5532 -0.7634 -0.041
N -1.156 -16.307 22.424 0.7323 0.9446 0.6014 0.203
H -1.318 -15.864 23.333 -0.7882 -0.1965 -0.0419 0.160
H -0.136 -16.362 22.397 -0.0537 -0.8470 -0.1991 0.142
H -1.399 -15.616 21.710 -0.5567 0.0347 0.1981 0.114
H -1.266 -19.743 22.463 -0.1887 0.0768 -0.0045 0.123
H -0.442 -18.725 23.616 -0.0760 0.0532 0.0430 0.105
H 0.038 -18.745 21.914 -0.0872 0.1718 -0.1158 0.090
H -2.019 -17.773 21.233 -0.8261 0.3459 0.0941 0.157
H -2.742 -18.004 24.265 0.1753 -0.2187 -0.0704 0.152
H -3.772 -18.495 22.902 0.2815 -0.2053 -0.1324 0.160
H -5.600 -16.999 23.029 -0.1650 -0.2693 0.4070 0.110
H -5.351 -15.373 23.535 0.3103 0.1259 0.4041 0.067
H -5.096 -16.710 24.744 -0.1082 0.0761 -0.0092 0.113
```
Forces are in eV/Å.

---

(2)
Formula: C3H9NOP
Source: the Open Molecules 2025 dataset
Level of theory: ωB97M-V/def2-TZVPD

Values from the calculation:
2S+1: 3
LUMO (alpha / beta), eV: -3.59 / -7.03
Total charge: +1
Energy relative to the best compared isomer or geometry (same formula, charge and spin), kcal per mole: 82.18
Frontier orbital gap (alpha / beta), hartree: 0.2509 / 0.2737
Calculated total energy, Ha: -590.5265
HOMO level (alpha / beta), eV: -10.42 / -14.48

```
15
Properties=species:S:1:pos:R:3:forces:R:3:nbo_charge:R:1
C -1.493 0.149 0.219 -2.7955 0.9202 0.5523 -0.275
C -0.945 -1.238 0.471 -1.0100 -2.8160 0.2012 -0.206
C 0.767 0.140 -0.681 2.4819 3.5719 2.7600 -0.329
N -0.240 0.950 0.039 -0.1434 1.6945 1.2594 -0.569
O -0.079 -1.461 -0.558 -0.5489 -3.6129 0.1679 -0.126
P 2.323 0.060 0.380 -1.4847 -1.6632 -0.4360 0.317
H -2.062 -0.004 -0.781 0.9284 1.0392 1.6468 0.256
H -2.199 0.681 1.052 1.6847 -1.6198 -2.0671 0.268
H -0.363 -1.439 1.436 -0.7322 0.2785 -0.9004 0.283
H -1.655 -2.126 0.269 0.1943 1.5668 1.3272 0.275
H 0.757 0.381 -1.679 0.2793 0.4078 -2.2257 0.204
H -0.404 1.846 -0.485 -0.1268 -0.8722 0.6148 0.449
H 0.073 1.265 1.052 -0.4462 -0.8003 -2.4239 0.441
H 2.499 1.305 -0.058 1.1114 2.1644 -0.2901 -0.014
H 3.021 -0.509 -0.675 0.6075 -0.2589 -0.1865 0.027
```
Forces are in eV/Å.